# 1
Here is C28H40F6NO2PW as an isolated structure from the OMol25 dataset. Energies are from the ωB97M-V functional and the def2-TZVPD basis.

Positions of all 79 atoms, in Å:
1 W -0.63094 -0.03419 -0.13476
2 C 5.48812 -3.74793 -0.11358
3 C 4.99415 -3.37366 1.30446
4 C 5.80522 -2.14174 1.81011
5 C 5.22757 -4.54982 2.24974
6 C 3.56786 -2.93484 1.23951
7 C 3.22266 -1.88786 0.30951
8 C 1.92910 -1.48286 0.23114
9 N 1.30668 -0.47747 -0.54525
10 C 1.88636 0.19810 -1.61232
11 C 3.03522 -0.06558 -2.32654
12 C 3.38890 0.81596 -3.34481
13 C 2.55488 1.96848 -3.61446
14 C 1.35994 2.24906 -2.95933
15 C 1.06323 1.32326 -1.97885
16 O -0.08402 1.32154 -1.24457
17 C 0.46850 3.44069 -3.30196
18 C -0.88669 2.92205 -3.81394
19 C 1.10769 4.30102 -4.39343
20 C 0.27599 4.30573 -2.04444
21 C 4.60760 0.61932 -4.19916
22 C 4.14367 0.50063 -5.67096
23 C 5.50872 1.86738 -4.03836
24 C 5.40181 -0.62738 -3.81838
25 C 0.98349 -2.04310 1.13714
26 O -0.20227 -1.43571 1.02357
27 C 1.26206 -3.08128 2.07713
28 C 2.56885 -3.50181 2.07750
29 C 0.18983 -3.65498 2.98641
30 C -0.34229 -2.53886 3.90758
31 C -0.94631 -4.22909 2.11757
32 C 0.75319 -4.77472 3.86172
33 H 6.53211 -4.04951 -0.03571
34 H 5.44517 -2.91474 -0.81668
35 H 4.92311 -4.58681 -0.52024
36 H 6.85150 -2.44281 1.86381
37 H 5.48450 -1.83748 2.80610
38 H 5.73741 -1.28880 1.13449
39 H 6.28425 -4.81206 2.23399
40 H 4.67246 -5.43725 1.94096
41 H 4.97588 -4.30602 3.28272
42 H 4.01532 -1.44249 -0.26750
43 H 3.63169 -0.94488 -2.15448
44 H 2.87210 2.63739 -4.39966
45 H -0.76148 2.29631 -4.69888
46 H -1.50996 3.77078 -4.09319
47 H -1.42767 2.35570 -3.05478
48 H 1.22316 3.75548 -5.33266
49 H 2.07558 4.70305 -4.08622
50 H 0.45822 5.15052 -4.59793
51 H -0.23496 3.76709 -1.24536
52 H -0.33647 5.17014 -2.29788
53 H 1.23143 4.67470 -1.66845
54 H 3.62371 1.38964 -6.02783
55 H 3.49776 -0.36623 -5.81332
56 H 5.02698 0.37366 -6.29707
57 H 5.02858 2.78850 -4.36802
58 H 6.39314 1.72853 -4.66042
59 H 5.83502 1.99128 -3.00523
60 H 4.81524 -1.54038 -3.94364
61 H 5.77908 -0.56802 -2.79406
62 H 6.26768 -0.71357 -4.47256
63 H 2.86360 -4.28935 2.75084
64 H -0.83816 -1.73799 3.35877
65 H 0.45571 -2.11110 4.51584
66 H -1.07738 -2.97369 4.58431
67 H -1.44110 -3.46776 1.51399
68 H -1.69938 -4.66811 2.77122
69 H -0.57882 -5.01799 1.45996
70 H 1.54076 -4.41584 4.52679
71 H 1.13333 -5.60867 3.26877
72 H -0.04622 -5.16665 4.48839
73 F -2.69739 -0.26543 1.38508
74 P -3.70795 0.88291 0.96565
75 F -3.59317 1.98452 1.98247
76 F -4.37337 1.31673 -0.32485
77 F -4.89667 0.07451 1.47300
78 F -1.97477 -0.86903 -1.04679
79 F -2.22432 1.45862 0.17053

Forces on atoms 1 to 3 (eV/Å):
W -0.3 0.4 0.0
C 0.0 0.0 0.0
C 0.0 0.0 0.0

LUMO energy (alpha / beta) in eV: -11.3850 / -12.6299
Maximum force in eV/Å: 0.48
Net charge: +3
Energy relative to the best compared isomer or geometry (same formula, charge and spin) in kJ/mol: 281.8
Gap between HOMO and LUMO (alpha / beta) in eV: 6.55 / 5.64
Spin multiplicity: 4

=====

# 2
Here is one molecule with the formula C4H8FN at a distorted geometry from the OMol25 dataset. Energies are from the ωB97M-V functional and the def2-TZVPD basis.

Positions of all 14 atoms, in Å:
1 C -0.46956 0.50306 -0.13266
2 C -1.18833 1.79446 -0.15220
3 C 1.68712 -0.85620 0.13552
4 C -1.20270 -0.72972 -0.44049
5 N 1.09800 0.48248 0.22282
6 F -2.27212 -0.86807 0.35366
7 H -0.81745 2.06410 -1.23237
8 H -2.24330 1.69729 -0.12165
9 H -0.87927 2.43051 0.60350
10 H 1.08573 -1.59164 -0.26055
11 H 2.26396 -1.26280 1.06432
12 H 2.62289 -0.78160 -0.43697
13 H -0.67631 -1.67589 -0.34980
14 H -1.59896 -0.68447 -1.40222

Forces on atoms 1 to 3 (eV/Å):
C 1.9 -1.3 1.2
C 1.9 -1.6 -3.3
C 2.4 1.9 1.7

LUMO energy (alpha / beta) in eV: 1.0746 / -1.4127
Maximum force in eV/Å: 4.14
Energy relative to the best compared isomer or geometry (same formula, charge and spin) in kJ/mol: 81.9
Gap between HOMO and LUMO (alpha / beta) in eV: 8.10 / 8.47
Spin multiplicity: 3

=====

# 3
Here is a 2-piece molecular cluster, C3H3NO2 overall at a distorted geometry from the OMol25 dataset. Energies are from the ωB97M-V functional and the def2-TZVPD basis.

Positions of all 9 atoms, in Å:
1 C 2.08373 -0.03585 -0.79727
2 C 1.35531 0.05322 0.15042
3 C -1.79518 0.78386 0.81717
4 N -1.31729 -0.22922 0.47650
5 O -2.04366 1.74264 1.40563
6 O -1.11276 -0.72212 -0.77348
7 H 2.65795 0.20276 -1.63844
8 H 0.88692 -0.16113 1.10017
9 H -0.71503 -1.63416 -0.74070

Forces on atoms 1 to 3 (eV/Å):
C -0.4 0.8 0.3
C 0.6 -1.0 1.1
C -0.2 2.1 0.7

SMILES string: O=C=NO.C#C
LUMO energy in eV: 0.4014
Maximum force in eV/Å: 4.65
Energy relative to the best compared isomer or geometry (same formula, charge and spin) in kJ/mol: 549.3
Gap between HOMO and LUMO in eV: 10.37
Spin multiplicity: 1

=====

# 4
Here is an isolated ion of composition C4H9N4 and charge +1 at a distorted geometry from the OMol25 dataset. Energies are from the ωB97M-V functional and the def2-TZVPD basis.

Positions of all 17 atoms, in Å:
1 C 0.25346 -1.18904 0.03904
2 C 0.68679 0.15278 0.23694
3 C -1.18711 1.77004 -0.65169
4 C -0.19604 1.33837 0.47425
5 N 2.01917 0.50716 0.19393
6 N 3.15385 0.84648 0.28372
7 N 0.98913 -2.11829 -0.60750
8 N -0.93948 -1.56855 0.55555
9 H -1.52436 0.72576 -0.96379
10 H -0.72690 2.33696 -1.50447
11 H -1.97255 2.29934 -0.01622
12 H -0.92593 0.98183 1.19486
13 H 0.30289 2.20701 0.97584
14 H 1.87899 -1.85602 -1.02362
15 H 0.53546 -2.78877 -1.14868
16 H -1.32661 -1.10646 1.34247
17 H -1.02077 -2.53859 0.61938

Forces on atoms 1 to 3 (eV/Å):
C 0.4 0.3 0.5
C 2.3 1.4 -0.2
C 0.4 -1.3 0.7

SMILES string: CCC([N+]#N)=C(N)N
LUMO energy in eV: -4.7352
Maximum force in eV/Å: 7.99
Net charge: +1
Energy relative to the best compared isomer or geometry (same formula, charge and spin) in kJ/mol: 208.5
Gap between HOMO and LUMO in eV: 8.65
Spin multiplicity: 1

=====

# 5
Here is one molecule with the formula C6H13N at a distorted geometry from the OMol25 dataset. Energies are from the ωB97M-V functional and the def2-TZVPD basis.

Positions of all 20 atoms, in Å:
1 C -1.70065 0.10874 0.30656
2 C -0.75134 1.26911 0.50640
3 C 0.26031 1.32367 -0.64223
4 C 2.07183 -1.84430 0.65172
5 C 1.32489 -0.53294 0.53695
6 C 1.27196 0.28336 -0.52862
7 N -2.38770 0.26580 -1.08693
8 H -2.54536 0.04611 1.02767
9 H -1.30713 -0.91575 0.41645
10 H -0.35424 1.14051 1.56341
11 H -1.48716 2.17617 0.60953
12 H 0.86417 2.27619 -0.65876
13 H -0.21077 1.51442 -1.71092
14 H 2.79731 -1.88505 -0.25310
15 H 1.34799 -2.78539 0.49751
16 H 2.61603 -2.01418 1.66134
17 H 0.80689 -0.24480 1.51977
18 H 2.01264 0.20215 -1.36250
19 H -1.68094 0.21223 -1.77086
20 H -2.94874 -0.59603 -1.28338

Forces on atoms 1 to 3 (eV/Å):
C -2.3 -1.2 -1.5
C -2.2 1.1 1.3
C 0.0 3.5 -1.0

SMILES string: C/C=C/CCCN
LUMO energy in eV: 1.0769
Maximum force in eV/Å: 3.64
Energy relative to the best compared isomer or geometry (same formula, charge and spin) in kJ/mol: 199.4
Gap between HOMO and LUMO in eV: 9.83
Spin multiplicity: 1

=====

# 6
Here is C44H69N4RbS2Si as an isolated structure at a distorted geometry from the OMol25 dataset. Energies are from the ωB97M-V functional and the def2-TZVPD basis.

Positions of all 121 atoms, in Å:
1 Rb -0.47790 0.36210 -0.12920
2 C -2.09640 2.70490 2.13650
3 C -1.44050 3.68920 1.36980
4 C -0.08390 3.71770 1.81830
5 C 0.02780 2.74250 2.82830
6 C -1.20540 2.11720 3.03700
7 C -1.53960 1.16540 4.16510
8 C -2.87310 0.45210 3.92450
9 C -1.64430 1.97920 5.46940
10 C -0.45340 0.09760 4.35180
11 C 1.12270 4.57180 1.43490
12 C 0.84060 6.07670 1.57950
13 C 1.64880 4.25130 0.02530
14 C 2.31570 4.29500 2.36590
15 C -2.27300 4.56320 0.42900
16 C -3.56590 3.83700 0.00380
17 C -1.58330 4.94200 -0.88550
18 C -2.70080 5.85720 1.14850
19 H -3.15120 2.48350 2.09940
20 H 0.90330 2.55640 3.43130
21 H -3.68940 1.16910 3.86380
22 H -3.09030 -0.23840 4.74130
23 H -2.83580 -0.11610 2.99600
24 H -2.44390 2.71340 5.38630
25 H -0.71270 2.51330 5.64370
26 H -1.84660 1.33810 6.33120
27 H -0.35900 -0.51120 3.45130
28 H -0.70680 -0.56980 5.17800
29 H 0.50240 0.56380 4.58300
30 H 0.12350 6.43330 0.85040
31 H 1.75540 6.66090 1.45650
32 H 0.44390 6.27250 2.57390
33 H 0.88750 4.34810 -0.73720
34 H 2.01840 3.22260 0.00860
35 H 2.47990 4.91510 -0.22720
36 H 2.07170 4.54160 3.39580
37 H 3.17090 4.90090 2.06030
38 H 2.61540 3.25260 2.30540
39 H -3.33200 2.85540 -0.41370
40 H -4.09240 4.41660 -0.75880
41 H -4.24760 3.70710 0.84010
42 H -1.25610 4.03940 -1.39450
43 H -0.73090 5.59050 -0.72400
44 H -2.28210 5.47030 -1.53900
45 H -3.26500 5.62200 2.04860
46 H -3.32050 6.47790 0.49580
47 H -1.83270 6.43550 1.44420
48 C 0.60570 -6.72530 0.53500
49 Si -1.26590 -6.44000 0.76310
50 C -2.10600 -7.54290 -0.57340
51 C -1.79930 -7.14570 2.46820
52 C -1.94840 -4.68890 0.59360
53 C -3.14430 -4.46930 -0.05800
54 C -3.68530 -3.18990 -0.14650
55 C -2.95540 -2.15210 0.40300
56 N -1.79200 -2.30610 1.00970
57 C -1.29210 -3.55010 1.14280
58 S 0.13630 -3.72750 2.03670
59 H 0.86520 -7.77030 0.68670
60 H 1.17120 -6.12960 1.24100
61 H 0.92510 -6.44310 -0.46240
62 H -1.64010 -8.52390 -0.61030
63 H -2.01100 -7.10340 -1.56170
64 H -3.16480 -7.69460 -0.38090
65 H -1.51610 -8.18900 2.58350
66 H -2.87530 -7.07560 2.60710
67 H -1.32650 -6.57880 3.26280
68 H -3.67520 -5.30130 -0.50120
69 H -4.62850 -3.01110 -0.64410
70 H -3.34730 -1.13380 0.37850
71 N 2.48440 -1.71760 1.26980
72 C 3.23730 -0.79280 1.89560
73 N 2.61260 0.14810 2.63080
74 S 4.89600 -0.75920 1.75570
75 H 1.59330 -2.06330 1.66460
76 H 3.01020 -2.44690 0.80890
77 H 1.60640 0.24100 2.62820
78 H 3.16700 0.90310 3.00170
79 C -0.13940 -2.99460 -7.39960
80 C -0.10360 -2.73000 -5.91420
81 C -0.08280 -3.77550 -5.00310
82 C -0.04710 -3.48060 -3.63750
83 C -0.02610 -4.59590 -2.62650
84 C -0.03390 -2.17540 -3.21940
85 C -0.03320 -1.05910 -4.10680
86 C -0.08110 -1.41930 -5.48360
87 N 0.01830 0.14970 -3.55680
88 C 0.18390 1.36080 -4.31790
89 C 0.35110 2.49180 -3.28570
90 C 0.54380 3.85380 -3.94150
91 C 1.79580 3.83250 -4.81450
92 C 1.64470 2.73550 -5.86640
93 C 0.42500 3.03080 -6.73890
94 C -0.82780 3.09120 -5.86500
95 C -0.66810 4.18010 -4.80770
96 C -1.03560 1.73710 -5.19190
97 C 1.46430 1.38140 -5.18510
98 H -0.21340 -4.05960 -7.61670
99 H 0.76300 -2.61260 -7.88290
100 H -0.99460 -2.49210 -7.85510
101 H -0.08620 -4.80430 -5.34210
102 H 0.54610 -5.44960 -2.99340
103 H -1.03980 -4.93700 -2.40700
104 H 0.41160 -4.25120 -1.69230
105 H 0.00010 -1.96220 -2.15260
106 H -0.11580 -0.66290 -6.25580
107 H 1.21450 2.25780 -2.65970
108 H -0.53850 2.50090 -2.65120
109 H 0.65090 4.62060 -3.16390
110 H 2.67620 3.63670 -4.19840
111 H 1.93330 4.80770 -5.29590
112 H 2.54490 2.71560 -6.50030
113 H 0.30830 2.24370 -7.48990
114 H 0.56050 3.98030 -7.26970
115 H -1.69740 3.32910 -6.49680
116 H -1.56460 4.22650 -4.18590
117 H -0.53980 5.15980 -5.28110
118 H -1.20420 0.97600 -5.95140
119 H -1.92570 1.76210 -4.55790
120 H 2.31770 1.17340 -4.53620
121 H 1.42830 0.59410 -5.93570

Forces on atoms 1 to 3 (eV/Å):
Rb 0.0 0.1 0.0
C -0.3 -0.3 0.1
C -0.1 0.1 -0.3

LUMO energy in eV: 3.7712
Maximum force in eV/Å: 1.01
Net charge: -2
Gap between HOMO and LUMO in eV: 5.12
Spin multiplicity: 1

=====

# 7
Here is C4H4N2O4Pb as an isolated structure at a distorted geometry from the OMol25 dataset. Energies are from the ωB97M-V functional and the def2-TZVPD basis.

Positions of all 15 atoms, in Å:
1 O 0.00044 2.98554 -2.75828
2 C 0.00067 1.89013 -2.36348
3 Pb -0.00005 -0.00303 -1.58772
4 C 1.63507 -0.94499 -2.36277
5 C -1.63551 -0.94354 -2.36391
6 O 2.58416 -1.49338 -2.75672
7 O -2.58467 -1.49075 -2.75893
8 N 1.19521 -0.13695 2.30077
9 C 0.00198 -0.00020 1.72895
10 N -1.19391 0.13663 2.30272
11 O 0.00121 0.00006 0.45677
12 H 1.25606 -0.14383 3.28077
13 H 2.08069 -0.23826 1.80169
14 H -2.08097 0.23825 1.80073
15 H -1.26037 0.14432 3.27941

Forces on atoms 1 to 3 (eV/Å):
O 0.0 -4.7 2.9
C 0.0 8.7 -6.1
Pb 0.0 0.1 3.6

LUMO energy (alpha / beta) in eV: -9.6195 / -9.6156
Maximum force in eV/Å: 10.76
Net charge: +2
Energy relative to the best compared isomer or geometry (same formula, charge and spin) in kJ/mol: 325.5
Gap between HOMO and LUMO (alpha / beta) in eV: 6.16 / 6.16
Spin multiplicity: 1